No. 1
Formula: C6H20HgN3S
Source: OMol25
Level of theory: wB97M-V/def2-TZVPD

XYZ file:
```
31
Properties=species:S:1:pos:R:3
C -1.64 -1.10 -3.73
Hg -0.49 0.21 -1.64
N 1.35 0.79 -3.58
H -1.24 -1.22 -1.01
H -2.01 -0.39 -3.00
H -2.42 -1.92 -3.68
H -0.73 -1.67 -3.49
H -1.45 -0.53 -4.65
H 2.26 0.41 -3.30
H 1.49 1.81 -3.55
H 1.20 0.50 -4.55
C 2.56 -0.39 0.83
N 1.35 -0.22 1.63
C 1.30 -1.11 2.77
C 0.37 0.63 1.23
S 0.72 1.58 -0.22
N -0.87 0.76 1.77
C -1.38 0.23 3.05
C -1.89 1.53 1.10
H 3.25 -1.06 1.33
H 3.07 0.56 0.66
H 2.32 -0.79 -0.16
H 1.34 -0.57 3.72
H 0.40 -1.74 2.75
H 2.19 -1.75 2.77
H -1.82 1.05 3.62
H -2.12 -0.56 2.82
H -0.63 -0.20 3.69
H -1.54 2.52 0.83
H -2.20 0.99 0.19
H -2.75 1.62 1.77
```

Kohn-Sham gap (spin up / spin down) (eV): 3.247 / 3.019
ΔE to the lowest compared entry with this formula, charge and spin (eV): 0.710
Total charge: -1
Largest force on an atom (hartree/bohr): 0.067
E_HOMO (spin up / spin down) (eV): 0.065 / 0.201
Calculated total energy (eV): -26021.57895

---

No. 2
Formula: C6H20KO6
Source: OMol25
Level of theory: wB97M-V/def2-TZVPD

XYZ file:
```
33
Properties=species:S:1:pos:R:3
K 1.04 0.75 -0.38
C -1.22 0.42 -3.18
C -0.05 0.87 -3.95
O 1.08 0.43 -3.16
O -1.37 1.37 -2.13
H -1.13 -0.64 -2.81
H -2.10 0.48 -3.87
H -0.06 1.93 -3.99
H 0.04 0.42 -4.91
H 1.81 0.35 -3.81
H -2.31 1.48 -1.92
C 2.16 -2.65 2.21
C 2.31 -1.33 2.99
O 1.86 -0.14 2.23
O 0.72 -2.85 1.96
H 2.64 -3.49 2.74
H 2.59 -2.63 1.19
H 3.39 -1.14 3.16
H 1.80 -1.36 4.01
H 1.24 0.36 2.79
H 0.34 -2.93 2.83
C -2.25 -1.44 -0.13
O -0.80 -1.30 -0.21
H -2.47 -2.23 -0.87
H -2.58 -1.67 0.87
H -2.65 -0.48 -0.47
H -0.41 -1.96 0.40
C -0.48 3.52 1.19
O -0.50 2.16 1.64
H -0.22 4.21 2.02
H 0.28 3.63 0.40
H -1.46 3.82 0.84
H -1.20 2.04 2.29
```

Kohn-Sham gap (eV): 10.782
Total charge: +1
Largest force on an atom (hartree/bohr): 0.050
E_HOMO (eV): -13.307
Calculated total energy (eV): -35150.70849

---

No. 3
Formula: C6H20N2O2Si
Source: OMol25
Level of theory: wB97M-V/def2-TZVPD

XYZ file:
```
31
Properties=species:S:1:pos:R:3
C 2.30 0.81 -0.87
C -2.26 1.66 -0.08
C -0.90 0.23 2.90
C -1.74 -2.86 0.11
C 1.65 -0.44 -0.29
C -0.94 1.16 -0.79
N 2.48 -0.69 0.99
N -1.37 0.75 -2.12
O -0.06 -0.03 1.67
O -1.18 -1.61 -0.32
Si -0.23 -0.40 0.11
H 2.20 1.71 -0.18
H 1.78 0.93 -1.85
H 3.31 0.42 -1.23
H -2.92 0.89 0.15
H -2.79 2.41 -0.60
H -1.97 2.00 0.86
H -1.53 -0.70 2.79
H -1.41 1.17 2.71
H -0.40 0.34 3.83
H -0.94 -3.35 0.87
H -1.73 -3.55 -0.79
H -2.67 -2.62 0.48
H 1.97 -1.25 -1.00
H -0.15 1.92 -0.84
H 2.31 -1.72 1.25
H 2.27 -0.17 1.86
H 3.46 -0.46 0.67
H -2.33 0.38 -2.06
H -1.49 1.47 -2.81
H -0.73 -0.02 -2.56
```

SMILES string: CO[Si](OC)([C@H](C)[NH3+])[C@@H](C)[NH3+]
Kohn-Sham gap (eV): 11.184
ΔE to the lowest compared entry with this formula, charge and spin (eV): 2.722
Total charge: +2
Largest force on an atom (hartree/bohr): 0.103
E_HOMO (eV): -17.598
Calculated total energy (eV): -21483.90916

---

No. 4
Formula: C6H20O4
Source: OMol25
Level of theory: wB97M-V/def2-TZVPD

XYZ file:
```
30
Properties=species:S:1:pos:R:3
O -18.28 8.93 0.11
H -18.93 9.23 -0.52
H -18.78 8.46 0.78
O -20.71 8.54 4.35
H -20.51 9.38 4.76
H -21.21 8.06 5.01
C -15.08 13.20 0.83
C -13.90 12.54 0.08
C -13.10 11.57 0.93
O -14.54 11.86 -0.90
H -14.85 13.99 1.56
H -15.65 12.46 1.38
H -15.78 13.62 0.11
H -13.29 13.33 -0.37
H -12.21 11.18 0.43
H -13.65 10.71 1.33
H -12.62 12.10 1.75
H -15.10 11.24 -0.42
C -20.72 9.72 -6.34
C -20.11 10.39 -5.15
C -20.17 11.98 -5.24
O -20.88 10.05 -4.03
H -20.12 9.97 -7.21
H -21.75 10.06 -6.48
H -20.71 8.63 -6.28
H -19.07 10.18 -4.91
H -19.44 12.28 -5.98
H -19.94 12.50 -4.31
H -21.16 12.41 -5.38
H -21.60 10.69 -4.01
```

SMILES string: CC(C)O.CC(C)O.O.O
Kohn-Sham gap (eV): 10.554
ΔE to the lowest compared entry with this formula, charge and spin (eV): 1.170
Total charge: 0
Largest force on an atom (hartree/bohr): 0.057
E_HOMO (eV): -9.832
Calculated total energy (eV): -14735.28423